No. 1
The following is a DFT calculation (wB97M-V/def2-TZVPD) of a molecular structure, CH14N2O6Zn at a distorted geometry.

molecular weight: 215.521 g mol⁻¹
2S+1: 1
charge: +2
HOMO level: -16.9493 eV
Kohn-Sham gap: 10.42 eV
LUMO level: -0.240 hartree
ΔE to the lowest compared entry with this formula, charge and spin: 20.2 kcal/mol

Element x y z (Å)
Zn: 0.688318 0.345911 -0.467759
O: 1.954911 0.602597 1.062347
H: 1.985493 0.367841 1.989808
H: 2.740495 1.131332 0.922583
O: -0.331879 2.046370 0.126401
H: -1.043400 2.470246 -0.353479
H: -0.182059 2.612829 0.883304
O: 1.871856 1.378381 -1.608159
H: 2.541086 0.976426 -2.162062
H: 1.723925 2.240192 -1.997552
O: 1.840425 -1.298212 -0.822691
H: 2.793801 -1.320009 -0.740062
H: 1.575416 -2.217332 -0.787570
O: -0.502202 0.180108 -2.188258
H: -0.177624 -0.428511 -2.851923
H: -1.335299 0.495369 -2.538664
C: -1.627168 -1.033757 1.103101
O: -0.721604 -0.705827 0.354952
N: -2.862381 -1.098180 0.743750
N: -1.545613 -1.284315 2.438857
H: -3.047163 -1.044823 -0.247762
H: -3.426207 -1.726776 1.297896
H: -2.307864 -1.526107 3.055796
H: -0.605263 -1.163752 2.787145

Forces on the atoms, in the same order (eV/Å):
-1.31 -0.42 0.46
0.61 0.38 0.72
-0.21 -0.27 0.41
0.38 0.38 -0.14
-0.14 0.45 -0.11
-0.37 0.11 -0.27
0.23 0.15 0.44
1.18 0.65 -0.57
0.35 -0.29 -0.28
-0.27 0.53 -0.03
0.25 -0.47 -0.52
0.46 0.06 0.10
-0.39 -0.43 -0.01
-0.07 -0.04 -0.48
0.17 -0.29 -0.36
-0.41 0.21 0.02
-0.57 -0.20 3.41
1.50 -0.15 -0.26
-3.13 -0.66 -2.32
2.76 0.34 -0.38
-0.31 -0.15 0.15
-0.52 0.31 -0.40
0.21 0.17 -0.22
-0.42 -0.36 0.63

No. 2
The following is a DFT calculation (wB97M-V/def2-TZVPD) of a molecular structure, C3H8N2S at a distorted geometry.

molecular weight: 104.178 g mol⁻¹
2S+1: 1
HOMO level (alpha / beta): -7.6556 / -7.6560 eV
Kohn-Sham gap (alpha / beta): 8.44 / 8.44 eV
LUMO level (alpha / beta): 0.029 / 0.029 hartree
ΔE to the lowest compared entry with this formula, charge and spin: 103.8 kcal/mol

Element x y z (Å)
C: 1.348480 -0.261868 0.247246
C: 1.285779 1.255315 -0.168758
C: -2.107407 -0.565593 0.302296
N: 0.483250 -1.001304 -0.456377
N: -1.050257 0.067375 -0.517024
S: -0.510745 1.556597 0.002287
H: 2.378130 -0.584594 0.133494
H: 1.037067 -0.133050 1.256968
H: 1.814767 1.970296 0.389796
H: 1.531314 1.281196 -1.309369
H: -3.106547 -0.177209 0.137459
H: -1.971438 -1.677137 0.099875
H: -1.750238 -0.357231 1.250570
H: 0.617846 -1.372789 -1.368464

Forces on the atoms, in the same order (eV/Å):
1.95 3.48 0.44
-1.29 -1.72 -3.86
1.97 -1.55 -1.38
-5.46 -0.80 0.61
1.87 -2.69 -2.65
0.64 1.19 0.94
0.20 -0.27 0.14
0.10 -0.94 1.37
0.79 0.80 0.78
-0.15 0.35 1.95
0.06 0.03 -0.38
-0.73 1.46 0.24
-0.24 -0.04 2.71
0.29 0.69 -0.91